Entry 1:
{"formula": "C6H6", "method": "the ωB97M-V functional and the def2-TZVPD basis", "elements": ["C", "C", "C", "C", "C", "C", "H", "H", "H", "H", "H", "H"], "coordinates": [[-0.120621, 0.792086, 2.526484], [-0.485765, -0.407713, 2.330837], [-1.365926, -0.166533, 1.155788], [-0.716144, 0.454614, 0.269639], [-0.096382, 0.394121, -1.041754], [0.749913, -0.858948, -1.305358], [-0.293903, 1.639075, 3.159088], [-1.005077, 0.362035, -1.655696], [0.442826, 1.307286, -1.305809], [1.064532, -0.876220, -2.354401], [1.645666, -0.868526, -0.677892], [0.180881, -1.771280, -1.100926]], "atomic_forces_ev_per_a": [[0.36, -0.75, 1.47], [-0.17, 0.72, 0.36], [0.79, 0.21, -0.45], [-0.95, -0.74, -0.90], [-0.06, 0.06, -0.29], [0.02, -0.05, 0.00], [0.07, 0.29, -0.02], [0.13, 0.09, -0.35], [-0.09, -0.07, 0.08], [-0.02, 0.02, 0.19], [-0.13, 0.02, -0.07], [0.05, 0.20, 0.00]], "homo_ha": [-0.321, -0.321], "de_lowest_kj_mol": 735.3, "total_charge": 0, "energy_ev": -6311.57895, "smiles": "C#CC#CCC"}


Entry 2:
{"formula": "C14H38B2F8N6O6Rb", "method": "the ωB97M-V functional and the def2-TZVPD basis", "elements": ["Rb", "B", "F", "F", "F", "F", "B", "F", "F", "F", "F", "C", "O", "C", "C", "N", "C", "C", "O", "C", "H", "H", "H", "H", "H", "H", "H", "H", "H", "H", "H", "H", "H", "H", "H", "C", "O", "C", "C", "N", "C", "C", "O", "C", "H", "H", "H", "H", "H", "H", "H", "H", "H", "H", "H", "H", "H", "H", "H", "C", "O", "N", "N", "H", "H", "H", "H", "C", "O", "N", "N", "H", "H", "H", "H"], "coordinates": [[-1.325514, -0.958730, 2.842887], [-3.460445, 1.075203, 1.084266], [-2.638236, 1.454717, 2.197692], [-3.036521, 1.798951, -0.021254], [-3.225907, -0.317241, 0.924768], [-4.818531, 1.266557, 1.330971], [0.538883, -0.648578, -0.790353], [0.638301, -1.498891, -1.916726], [0.312444, 0.689096, -1.146098], [-0.470685, -1.113949, 0.083886], [1.801169, -0.697393, -0.085455], [0.706692, 3.779604, -0.867517], [0.448517, 5.096524, -0.375223], [-0.912387, 5.485772, -0.479838], [-1.757232, 4.854694, 0.591361], [-1.385449, 5.324362, 1.909126], [-2.019543, 4.552491, 2.947405], [-3.487658, 4.841482, 3.126854], [-3.857956, 4.401275, 4.436287], [-5.191350, 4.682736, 4.711315], [-0.036825, 3.058683, -0.519001], [1.656552, 3.460728, -0.441025], [0.747064, 3.813071, -1.958890], [-1.320617, 5.192435, -1.457694], [-0.894136, 6.573289, -0.399893], [-1.682293, 3.759968, 0.458865], [-2.811347, 5.044123, 0.351350], [-0.377440, 5.252494, 1.975781], [-1.522825, 4.705011, 3.912587], [-1.844021, 3.477406, 2.814370], [-4.118250, 4.325192, 2.392463], [-3.656953, 5.927197, 3.050143], [-5.456215, 4.236302, 5.667844], [-5.862420, 4.300541, 3.930357], [-5.365784, 5.770013, 4.780130], [0.582615, -8.601447, 0.212408], [1.040137, -7.305227, -0.020261], [0.125559, -6.572030, -0.838721], [0.762438, -5.259413, -1.180241], [1.957598, -5.385979, -1.992664], [2.590362, -4.092725, -2.306815], [3.271940, -3.430270, -1.137786], [4.307459, -4.283427, -0.690541], [4.826163, -3.903144, 0.567578], [0.494153, -9.177767, -0.721892], [-0.383815, -8.617512, 0.731756], [1.317487, -9.138319, 0.815365], [-0.742124, -6.340819, -0.203452], [-0.156990, -7.171057, -1.707046], [0.919017, -4.715016, -0.233961], [0.071434, -4.620134, -1.739440], [2.659253, -5.956610, -1.533374], [1.821721, -3.436964, -2.715528], [3.306185, -4.291427, -3.110434], [2.530489, -3.288748, -0.340335], [3.637355, -2.435204, -1.412305], [5.810478, -4.364217, 0.660827], [4.181547, -4.289523, 1.366606], [4.942524, -2.819904, 0.662869], [0.406928, 0.452320, -5.325515], [-0.806433, 0.484014, -5.197580], [1.254628, -0.252698, -4.506590], [1.017602, 1.124288, -6.387676], [0.921307, -0.966732, -3.875299], [2.212064, -0.376541, -4.784675], [0.367081, 1.720009, -6.861808], [2.012007, 1.147629, -6.482604], [0.961508, 1.872616, 2.395995], [0.791052, 2.375277, 3.505706], [-0.060278, 1.549473, 1.546912], [2.207349, 1.591875, 1.870815], [0.185514, 1.373788, 0.580882], [-0.994229, 1.831382, 1.813678], [2.283255, 0.919169, 1.116265], [3.054583, 1.685881, 2.397138]], "atomic_forces_ev_per_a": [[0.01, 0.30, -0.56], [-0.35, -0.29, -0.59], [-0.62, 0.04, 0.57], [-0.01, -0.09, 0.09], [0.02, -0.11, 0.03], [0.31, 0.20, 0.27], [0.52, -0.24, 0.15], [-0.13, 0.29, 0.32], [0.00, -0.42, -0.09], [0.28, -0.03, -0.12], [-0.43, 0.00, -0.13], [-0.14, 0.38, 0.38], [0.20, -0.24, 0.09], [0.23, -0.07, -0.30], [-0.33, -0.44, -0.57], [-0.17, 0.38, -0.32], [0.78, -0.95, 0.89], [-0.17, 0.11, 0.35], [0.35, -0.07, -0.30], [-0.43, 0.36, -0.07], [-0.04, 0.22, -0.36], [0.12, 0.08, -0.19], [-0.01, -0.27, -0.02], [0.09, 0.12, -0.02], [-0.19, 0.04, 0.02], [0.06, 0.14, 0.32], [0.05, 0.29, 0.27], [0.00, -0.07, 0.15], [-0.09, 0.55, -0.12], [-0.41, 0.06, -0.21], [0.06, 0.04, -0.05], [0.00, -0.07, -0.07], [0.03, -0.08, 0.01], [0.02, -0.11, 0.06], [0.03, -0.07, 0.00], [0.16, -0.63, -0.06], [0.06, 0.09, -0.30], [0.17, 0.14, 0.86], [0.21, 0.71, -0.16], [0.31, 0.13, -0.08], [-0.30, -0.67, -0.47], [-0.58, 0.00, 0.20], [0.38, 0.20, 0.00], [0.01, -0.38, -0.18], [-0.17, 0.16, 0.01], [-0.02, 0.03, -0.02], [-0.01, 0.22, 0.13], [-0.27, -0.21, -0.36], [-0.02, 0.07, -0.12], [0.11, -0.14, 0.02], [-0.18, -0.21, 0.02], [-0.19, -0.08, 0.14], [0.04, 0.13, 0.10], [0.12, 0.13, 0.09], [0.13, 0.13, 0.03], [0.14, -0.02, 0.04], [-0.03, -0.01, 0.05], [0.02, 0.21, 0.07], [-0.10, 0.03, -0.03], [-0.25, -0.41, -0.25], [0.53, 0.05, 0.05], [0.31, 0.06, -0.42], [-0.59, -0.78, 1.02], [-0.45, 0.41, 0.15], [0.00, 0.11, -0.05], [0.38, 0.26, -0.29], [0.03, 0.39, -0.19], [0.17, 0.29, 0.00], [0.10, -0.29, -0.16], [0.93, -0.07, 0.55], [0.15, -0.36, -0.51], [-0.49, -0.04, 0.03], [0.14, 0.07, -0.31], [-0.27, 0.09, -0.02], [-0.31, 0.26, 0.53]], "homo_ha": -0.220, "total_charge": -1, "energy_ev": -60125.15043}